119
Properties=species:S:1:pos:R:3:forces:R:3 method="wB97M-V/def2-TZVPD" gap_ha=0.3432 smiles="O=C1OC[C@@H](F)O1.O=C1OC[C@@H](F)O1.O=C1OC[C@@H](F)O1.O=C1OC[C@@H](F)O1.O=C1OC[C@@H](F)O1.O=C1OC[C@@H](F)O1.CCOC(C)=O.CCOCC.CCOCC.CCOCC" max_force_ev_per_a=5.77 total_energy_ev=-99557.7250
C 4.988 0.263 -5.184 -0.4 0.6 1.7
C 6.033 0.359 -4.076 -2.3 0.3 0.4
O 6.960 1.151 -4.681 2.4 0.7 0.1
C 6.975 0.965 -6.040 1.2 0.9 -0.9
O 7.853 1.368 -6.799 -3.2 -1.6 2.3
O 5.807 0.317 -6.291 1.1 -0.4 -3.3
F 6.513 -0.862 -3.727 0.4 -0.2 -0.1
H 4.384 1.170 -5.177 -0.2 0.1 0.2
H 4.300 -0.578 -5.095 0.6 -0.3 -0.5
H 5.642 0.851 -3.186 0.3 0.0 0.1
C 2.847 7.105 2.524 -0.3 -1.9 -0.5
C 1.689 7.918 2.106 -1.6 0.8 0.9
O 2.228 9.158 1.761 -0.5 0.6 -0.5
C 3.509 8.956 1.471 1.2 1.5 -1.0
O 4.263 9.767 1.018 -0.5 -0.5 0.4
O 3.805 7.690 1.719 2.8 -0.9 -0.4
F 0.922 8.156 3.169 -1.5 0.1 1.3
H 2.685 6.066 2.237 0.3 0.0 -0.1
H 3.121 7.098 3.580 -0.3 0.6 0.1
H 1.031 7.555 1.317 0.3 -0.2 -0.2
C -7.185 -7.947 -3.382 -0.3 -0.5 -0.6
C -7.765 -6.750 -4.051 1.1 0.3 -1.6
O -6.836 -5.744 -3.706 -0.4 0.0 -0.4
C -6.260 -6.111 -2.500 1.8 4.0 -0.8
O -5.566 -5.336 -1.874 -1.4 -1.9 -0.7
O -6.514 -7.350 -2.301 0.2 -2.8 2.3
F -8.945 -6.398 -3.588 -2.3 0.5 1.7
H -6.464 -8.444 -4.030 0.1 0.0 0.0
H -7.951 -8.669 -3.096 0.2 0.2 0.5
H -7.996 -6.849 -5.112 1.2 0.1 -0.3
C -0.002 -0.512 -0.489 -0.9 -2.9 0.9
C -1.175 0.099 0.213 1.5 -0.1 1.4
O -0.908 1.482 0.051 -2.1 0.2 0.5
C 0.012 1.698 -0.866 2.4 2.1 -1.7
O 0.414 2.799 -1.255 -1.4 -3.8 1.1
O 0.493 0.459 -1.277 1.2 3.0 -1.7
F -1.033 -0.147 1.566 -0.8 0.0 -0.5
H -0.348 -1.381 -1.049 0.1 0.1 -0.5
H 0.694 -0.932 0.237 0.3 0.5 0.1
H -2.103 -0.327 -0.167 -0.5 1.0 0.4
C 9.146 3.829 2.423 0.6 1.9 0.3
C 9.971 2.614 2.350 -1.2 -0.2 0.8
O 8.969 1.580 1.997 0.3 1.5 0.8
C 7.736 2.087 2.440 -3.0 -1.3 0.5
O 6.637 1.524 2.562 4.4 1.1 -0.8
O 7.863 3.385 2.779 0.0 0.2 -0.6
F 10.435 2.388 3.627 0.2 -0.8 -0.5
H 9.302 4.438 1.533 -1.2 -0.4 -0.8
H 9.539 4.560 3.130 -0.2 -0.5 0.8
H 10.802 2.850 1.686 0.0 -1.5 -0.3
C -5.171 1.488 -6.388 1.5 -0.1 -1.0
C -5.163 0.267 -5.534 -2.3 -0.9 -1.8
O -6.164 0.583 -4.600 0.4 -1.2 0.9
C -6.215 1.908 -4.483 -2.0 3.2 3.9
O -6.742 2.559 -3.560 1.6 -2.6 -3.2
O -5.593 2.464 -5.508 0.3 2.1 0.0
F -3.990 -0.053 -4.969 0.1 0.1 0.3
H -5.830 1.456 -7.256 -0.2 -0.4 0.2
H -4.163 1.620 -6.779 0.1 0.6 0.2
H -5.569 -0.512 -6.180 0.5 -0.9 0.6
C -0.191 5.054 -8.877 -1.4 -1.1 -1.9
C -0.419 6.192 -7.940 2.2 0.6 0.9
O -1.134 7.333 -8.368 -0.6 -1.9 -0.1
C -2.519 7.062 -8.495 -1.0 3.1 -0.8
C -3.126 8.443 -8.910 0.4 -1.6 0.8
H -1.148 4.815 -9.340 -0.6 -0.5 0.4
H 0.340 5.141 -9.825 0.9 0.9 0.4
H 0.165 4.140 -8.403 0.0 0.2 0.3
H -0.779 5.766 -7.003 -0.7 0.2 0.1
H 0.563 6.579 -7.668 0.1 0.2 0.1
H -2.872 6.416 -9.299 0.8 -0.8 0.1
H -3.046 6.855 -7.563 0.5 -0.7 0.3
H -4.182 8.193 -9.014 -0.2 0.8 -0.3
H -2.638 8.777 -9.825 -0.3 0.2 0.1
H -2.945 9.108 -8.065 -0.2 0.3 -0.3
C -7.051 -3.217 10.556 -1.8 -1.5 -0.6
C -6.899 -1.958 9.751 1.1 0.5 1.8
O -6.052 -2.284 8.705 0.6 -0.5 -1.5
C -5.494 -1.257 7.905 -1.5 0.7 -1.0
C -6.560 -0.496 7.039 -0.1 -0.3 0.4
H -7.383 -3.905 9.778 0.1 -0.6 0.1
H -6.248 -3.720 11.094 0.5 0.8 -0.3
H -7.914 -3.220 11.221 0.0 0.5 0.2
H -7.877 -1.561 9.480 -0.1 0.0 -0.3
H -6.400 -1.246 10.409 0.0 0.7 -0.1
H -4.945 -0.554 8.531 0.1 0.2 0.1
H -4.817 -1.695 7.172 0.2 -0.4 0.5
H -7.316 -0.017 7.661 0.2 0.4 0.1
H -7.152 -1.113 6.363 0.3 -0.7 0.2
H -6.117 0.218 6.346 0.3 0.3 0.4
C 1.832 0.177 8.272 -0.4 0.1 -0.2
C 2.813 -0.665 7.484 -1.0 0.4 -0.1
O 3.457 -1.451 8.379 2.5 -0.2 2.0
C 4.492 -2.337 7.935 -1.2 -1.3 1.7
C 5.392 -2.696 9.188 0.4 1.3 -0.8
H 2.287 0.889 8.960 0.4 0.2 -0.4
H 1.247 0.686 7.506 -0.4 0.3 0.4
H 1.193 -0.413 8.929 -0.2 -0.3 -0.4
H 2.270 -1.337 6.818 -0.3 0.2 -0.7
H 3.457 0.005 6.915 0.4 -0.1 -0.2
H 3.854 -3.174 7.652 0.7 -0.8 -0.5
H 5.058 -2.012 7.061 0.1 0.4 0.2
H 4.918 -2.872 10.153 -0.7 -0.1 -0.5
H 6.010 -1.818 9.376 0.0 0.3 0.0
H 6.152 -3.469 9.071 -0.4 -0.3 -0.6
O 2.860 -6.591 -1.709 -3.4 -4.5 1.2
C 2.130 -7.555 -1.259 1.8 4.0 0.1
O 1.078 -8.162 -1.853 0.7 0.7 0.3
C 0.702 -7.781 -3.176 -1.2 1.1 0.1
C 1.243 -8.723 -4.144 1.5 -0.2 -2.3
C 2.196 -8.006 0.217 0.8 -0.7 -1.1
H 0.922 -6.736 -3.390 0.8 -0.1 0.2
H -0.384 -7.777 -3.267 -0.2 -0.4 0.7
H 1.175 -8.308 -5.150 -0.7 0.2 -0.2
H 0.792 -9.714 -4.204 0.2 0.0 0.5
H 2.332 -8.715 -4.117 0.2 -0.7 0.6
H 1.651 -8.943 0.333 -0.4 0.4 0.2
H 1.887 -7.218 0.903 -0.2 -0.1 -0.3
H 3.221 -8.280 0.464 0.2 0.4 -0.1